# 1
Here is a structure of composition C24H18AsF6IrN5O2S2 from the Open Molecules 2025 dataset. Energies are from wB97M-V/def2-TZVPD.

Each line ends with the natural charge from an NBO analysis.
Atoms and positions in Å:
Ir (-0.16734, -0.50251, -0.58623)  1.204
O (5.89172, 0.05904, -0.25492)  -0.396
C (6.64516, 0.98344, -0.47425)  1.142
O (7.39465, 1.79666, -0.66331)  -0.208
C (4.41651, 0.01163, -0.30605)  0.354
C (3.92713, -1.25374, -0.10759)  -0.270
C (2.54262, -1.35983, -0.17360)  0.337
N (1.81404, -0.25312, -0.40152)  -0.464
C (2.31925, 0.97303, -0.62106)  0.251
C (3.70452, 1.14732, -0.57177)  -0.277
C (1.30521, 1.99788, -0.91691)  0.154
C (1.60699, 3.32195, -1.11259)  -0.170
C (0.58178, 4.22546, -1.42174)  -0.116
C (-0.69914, 3.75198, -1.54148)  -0.140
C (-0.94866, 2.39123, -1.32694)  0.142
N (0.01220, 1.53424, -1.00735)  -0.490
C (1.75149, -2.60681, -0.05807)  0.093
C (2.31620, -3.83626, 0.19851)  -0.163
C (1.50164, -4.96674, 0.25388)  -0.097
C (0.14671, -4.82313, 0.04385)  -0.183
C (-0.36732, -3.55541, -0.20593)  0.102
N (0.40505, -2.47191, -0.25650)  -0.432
H (4.58160, -2.09347, 0.07547)  0.290
H (4.16261, 2.11422, -0.73243)  0.275
H (2.62458, 3.67822, -1.02842)  0.235
H (0.80528, 5.27447, -1.56117)  0.270
H (-1.53685, 4.39761, -1.76282)  0.287
H (-1.95164, 1.99557, -1.37565)  0.276
H (3.38060, -3.93645, 0.35786)  0.247
H (1.93203, -5.93855, 0.45562)  0.273
H (-0.52294, -5.67147, 0.07133)  0.276
H (-1.42492, -3.40107, -0.37003)  0.240
C (0.91196, 0.85754, 2.54984)  -0.668
C (-0.28214, -0.01827, 2.41677)  0.111
N (-0.80692, -0.48589, 1.29968)  -0.348
C (-2.00570, -1.17729, 1.50174)  0.065
C (-2.30486, -1.33417, 2.80596)  -0.357
S (-1.16447, -0.51707, 3.77403)  0.670
C (-2.80427, -1.34020, 0.30017)  0.158
C (-4.10762, -1.63956, 0.10741)  -0.391
S (-4.51837, -1.39390, -1.53302)  0.649
C (-2.93810, -0.90334, -1.90514)  0.090
N (-2.14941, -0.93775, -0.85050)  -0.502
C (-2.51276, -0.43382, -3.25314)  -0.667
H (1.14653, 1.32863, 1.60106)  0.216
H (1.77434, 0.30548, 2.92849)  0.244
H (0.68521, 1.65783, 3.25381)  0.296
H (-3.19153, -1.77268, 3.23490)  0.293
H (-4.84795, -1.93426, 0.83374)  0.291
H (-2.96189, -1.03016, -4.04551)  0.280
H (-1.42750, -0.49232, -3.36247)  0.214
H (-2.82401, 0.60230, -3.39980)  0.270
F (-3.28957, 1.45884, -0.05437)  -0.680
As (-3.16444, 2.58217, 1.33890)  2.850
F (-2.91701, 3.61084, 2.66499)  -0.588
F (-1.42776, 2.13893, 1.37132)  -0.687
F (-3.42582, 1.20201, 2.37566)  -0.643
F (-2.76346, 3.81105, 0.19039)  -0.628
F (-4.83323, 2.87159, 1.23688)  -0.583

As for the total charge: +3. Its lowest unoccupied orbital energy is -10.91 eV. As for the HOMO-LUMO gap: 5.74 eV.

# 2
Here is a cluster of 2 separate species, Br3H2PSi in total from the Open Molecules 2025 dataset. Energies are from wB97M-V/def2-TZVPD.

Each line ends with the natural charge from an NBO analysis.
Atoms and positions in Å:
Si (-1.16374, 0.18121, 0.69756)  0.862
P (2.69280, -0.36444, -0.42626)  0.104
Br (-1.95746, -0.74346, 2.69966)  -0.297
Br (-2.14510, 2.20905, 0.29980)  -0.292
Br (-2.27807, -0.99209, -0.83690)  -0.291
H (3.37660, 0.46238, -1.40604)  -0.032
H (1.47496, -0.75265, -1.02782)  -0.053

Its lowest unoccupied orbital energy (spin up / spin down) is -1.72 / -3.05 eV. As for the HOMO-LUMO gap (spin up / spin down): 7.69 / 6.36 eV.

# 3
Here is the molecule C4H3NOS2 from the Open Molecules 2025 dataset. Energies are from wB97M-V/def2-TZVPD.

Each line ends with the natural charge from an NBO analysis.
Atoms and positions in Å:
O (-0.77824, 2.16043, -0.12534)  -0.547
C (-0.81961, 0.91167, -0.05083)  0.587
N (-2.11629, 0.32811, 0.16763)  -0.419
C (-1.93140, -0.91374, 0.01926)  0.038
S (-0.29247, -1.73432, -0.18115)  0.228
C (0.32925, -0.01098, -0.05958)  -0.354
C (1.54358, 0.60738, -0.21197)  -0.290
S (3.12887, -0.13659, 0.03851)  0.092
H (-2.68552, -1.59322, 0.25556)  0.196
H (1.24266, 1.78147, -0.31861)  0.312
H (2.37918, -1.40021, 0.46653)  0.158

Its lowest unoccupied orbital energy is -0.74 eV. As for the HOMO-LUMO gap: 8.23 eV.

# 4
Here is the molecule C14H15N3O3 from the Open Molecules 2025 dataset. Energies are from wB97M-V/def2-TZVPD.

Each line ends with the natural charge from an NBO analysis.
Atoms and positions in Å:
C (4.34413, 0.24465, -0.77920)  -0.254
O (3.81023, -0.56024, 0.24444)  -0.489
C (2.48540, -0.85915, 0.22001)  0.330
C (1.99916, -1.57618, 1.31118)  -0.271
C (0.65816, -1.88020, 1.38808)  -0.186
C (-0.22863, -1.49319, 0.39076)  0.038
N (-1.59540, -1.79430, 0.54013)  -0.633
C (-2.70702, -1.09318, 0.17197)  0.799
O (-3.78248, -1.64292, 0.04955)  -0.636
N (-2.60098, 0.26772, -0.04200)  -0.627
C (-1.60794, 1.16796, 0.29510)  0.212
C (-1.37262, 2.27784, -0.51975)  -0.309
C (-0.34204, 3.13710, -0.18939)  0.041
N (0.43577, 2.98084, 0.86981)  -0.443
C (0.17100, 1.96502, 1.67475)  0.049
C (-0.83530, 1.04291, 1.45107)  -0.294
C (0.27239, -0.84226, -0.74704)  0.388
O (-0.62550, -0.57181, -1.73698)  -0.516
C (-0.17635, 0.06457, -2.90734)  -0.254
C (1.61983, -0.51081, -0.81148)  -0.408
H (4.29604, -0.25476, -1.75270)  0.173
H (5.38737, 0.40487, -0.51209)  0.203
H (3.83265, 1.21079, -0.83552)  0.182
H (2.68513, -1.86709, 2.08893)  0.227
H (0.27550, -2.41669, 2.24328)  0.218
H (-1.81194, -2.74461, 0.81086)  0.417
H (-3.35546, 0.62581, -0.61228)  0.414
H (-1.97342, 2.44428, -1.40143)  0.216
H (-0.11578, 3.99390, -0.81161)  0.192
H (0.80221, 1.88622, 2.54966)  0.195
H (-1.02185, 0.25255, 2.15820)  0.231
H (0.21494, 1.06508, -2.69415)  0.182
H (-1.05317, 0.14866, -3.54754)  0.204
H (0.58706, -0.52827, -3.42091)  0.180
H (1.99393, 0.01555, -1.67262)  0.230

Its lowest unoccupied orbital energy is 0.60 eV. As for the HOMO-LUMO gap: 8.66 eV.

# 5
Here is a structure of composition C44H62CrN2OP2S2Si4 from the Open Molecules 2025 dataset. Energies are from wB97M-V/def2-TZVPD.

Each line ends with the Mulliken spin population.
Atoms and positions in Å:
Cr (-0.78835, 0.13485, 0.39698)  4.036
S (1.12994, -0.24028, 2.01595)  -0.031
P (1.80022, -1.23413, 0.37479)  -0.140
C (0.61360, -1.37238, -0.79465)  0.090
P (0.15689, -2.89435, -1.33926)  0.087
S (-1.18486, -4.02032, -0.37219)  0.000
C (1.60053, -4.01529, -1.74199)  -0.002
C (1.67588, -5.31031, -1.24840)  0.003
C (2.74752, -6.13225, -1.57402)  0.000
C (3.75114, -5.67485, -2.41383)  0.001
C (3.68302, -4.38089, -2.92082)  0.000
C (2.61845, -3.56308, -2.58113)  0.001
C (-0.43389, -2.67169, -3.08430)  0.008
C (-1.33242, -3.55922, -3.66474)  0.002
C (-1.68297, -3.43548, -5.00201)  0.000
C (-1.13642, -2.42147, -5.77759)  0.000
C (-0.24994, -1.51969, -5.20273)  0.002
C (0.09112, -1.64411, -3.86414)  -0.002
C (3.25625, -0.26005, -0.20326)  -0.002
C (4.18372, 0.26969, 0.69174)  0.004
C (5.28613, 0.96967, 0.23198)  0.000
C (5.47478, 1.15514, -1.13351)  0.000
C (4.55374, 0.63730, -2.03203)  0.000
C (3.45252, -0.06971, -1.56321)  0.001
C (2.63198, -2.76112, 0.96887)  0.005
C (3.88390, -3.18093, 0.53123)  0.000
C (4.41422, -4.38540, 0.96969)  0.001
C (3.69456, -5.18087, 1.84993)  0.000
C (2.44047, -4.77138, 2.28888)  -0.001
C (1.91347, -3.56682, 1.85092)  -0.011
H (0.88322, -5.65625, -0.59576)  0.000
H (2.79710, -7.13414, -1.16349)  0.000
H (4.58404, -6.31932, -2.67249)  0.000
H (4.46170, -4.00641, -3.57584)  0.000
H (2.58042, -2.55184, -2.96644)  0.000
H (-1.75890, -4.33723, -3.04188)  0.000
H (-2.39243, -4.12899, -5.43896)  0.000
H (-1.41274, -2.32373, -6.82106)  0.000
H (0.16340, -0.70983, -5.79260)  0.000
H (0.75388, -0.93154, -3.38710)  -0.003
H (4.01734, 0.14898, 1.75600)  -0.001
H (5.99051, 1.39039, 0.93942)  0.000
H (6.32975, 1.71571, -1.49199)  0.000
H (4.68429, 0.79146, -3.09690)  0.000
H (2.70227, -0.45765, -2.24115)  0.006
H (4.44627, -2.57181, -0.16656)  0.000
H (5.38377, -4.70808, 0.60979)  0.000
H (4.10643, -6.12606, 2.18558)  0.000
H (1.86683, -5.39359, 2.96498)  0.000
H (0.93326, -3.24501, 2.17627)  0.011
C (-1.67031, -1.84702, 3.46339)  0.018
C (-2.63817, -1.76067, 2.32158)  0.064
C (-3.83244, -2.45782, 2.35184)  0.000
C (-4.64405, -2.42485, 1.21529)  0.017
C (-4.29589, -1.66504, 0.13070)  -0.030
C (-3.10891, -0.89018, 0.18775)  0.007
N (-2.28591, -1.02807, 1.26480)  -0.148
N (-2.64657, -0.02022, -0.71596)  -0.007
Si (-3.51672, 0.56384, -2.06669)  0.049
C (-3.58985, -0.65462, -3.49539)  0.001
C (-2.75053, 2.13572, -2.74218)  -0.001
C (-5.30335, 1.07326, -1.68766)  -0.001
H (-2.19882, -2.07161, 4.39018)  0.002
H (-1.10238, -0.92517, 3.57389)  -0.004
H (-0.95187, -2.64594, 3.27002)  0.002
H (-4.09309, -3.04542, 3.22087)  0.001
H (-5.55580, -3.01260, 1.18618)  0.002
H (-4.88989, -1.66994, -0.77137)  -0.001
H (-2.58463, -0.97782, -3.77177)  -0.002
H (-4.05317, -0.18611, -4.36819)  -0.001
H (-4.15617, -1.55497, -3.24717)  0.000
H (-1.86063, 1.93378, -3.33493)  0.001
H (-2.47636, 2.82839, -1.94825)  0.000
H (-3.47802, 2.62932, -3.39243)  -0.001
H (-5.81830, 1.20915, -2.64371)  0.000
H (-5.31542, 2.03022, -1.16138)  0.000
H (-5.88055, 0.36824, -1.09261)  0.000
C (0.48534, 1.81482, -1.87914)  0.038
O (0.05137, 1.90309, -0.53319)  -0.187
Si (0.30786, 3.38017, 0.36662)  -0.021
C (-0.38129, 4.71026, -0.79707)  0.001
C (2.17146, 3.61030, 0.20810)  0.005
C (-0.40954, 3.27658, 1.98734)  0.044
Si (-2.15234, 3.72310, 2.25232)  0.013
C (-2.66728, 5.44788, 1.60468)  0.003
C (-2.69661, 3.77262, 4.07914)  0.000
C (-3.42852, 2.54416, 1.50894)  0.066
Si (0.61346, 3.36647, 3.48462)  0.012
C (0.06464, 2.12899, 4.83394)  0.003
C (2.47656, 3.04652, 3.35364)  0.001
C (0.60470, 5.10627, 4.28730)  0.001
H (0.12615, 0.87095, -2.28854)  -0.013
H (1.57836, 1.81938, -1.93000)  0.001
H (0.09911, 2.65022, -2.46668)  0.004
H (0.18367, 4.75782, -1.73127)  0.000
H (-0.28726, 5.67829, -0.30235)  0.000
H (-1.43275, 4.57350, -1.04435)  0.000
H (2.44011, 3.73323, -0.84534)  0.000
H (2.71438, 2.74971, 0.59505)  -0.002
H (2.51202, 4.49843, 0.74221)  0.001
H (-3.51398, 5.83103, 2.18214)  0.000
H (-2.97068, 5.41487, 0.55736)  0.000
H (-1.84844, 6.16406, 1.68760)  0.000
H (-2.02108, 4.30668, 4.74546)  -0.001
H (-2.81926, 2.76524, 4.47837)  0.000
H (-3.67179, 4.26702, 4.11938)  0.000
H (-4.42925, 2.77406, 1.88973)  0.003
H (-3.19299, 1.51019, 1.77033)  -0.007
H (-3.46270, 2.59304, 0.42031)  0.001
H (0.88468, 1.44376, 5.05955)  0.000
H (-0.77174, 1.52492, 4.48412)  0.000
H (-0.23498, 2.61686, 5.76464)  0.001
H (2.69090, 2.12685, 2.81469)  0.000
H (2.85519, 2.93801, 4.37486)  0.000
H (3.01819, 3.86624, 2.88116)  0.000
H (-0.36869, 5.59197, 4.20858)  0.000
H (1.32340, 5.73948, 3.75890)  0.000
H (0.89182, 5.08349, 5.34303)  0.000

The expectation value of S² is 6.01. As for the spin multiplicity: 5. As for the total charge: -2. Its lowest unoccupied orbital energy (spin up / spin down) is 4.25 / 4.25 eV. As for the HOMO-LUMO gap (spin up / spin down): 5.45 / 6.13 eV.

Record-wise max |F| values, in eV/Å: 0.64 1.77 4.74 0.58 0.63
Record-wise relative energy (zero: lowest compared OMol25 entry of this formula, charge and spin) values, in kcal/mol: 15.2 67.2 45.0 16.4 0.0